1.
15
Properties=species:S:1:pos:R:3:forces:R:3 method="wB97M-V/def2-TZVPD" de_lowest_ev=3.4860 smiles="C=C1N[C@@H]1C.O" homo_energy_ev=-8.969 largest_force_ev_per_a=1.0 lumo_energy_ev=0.9 energy_ha=-287.70434 gap_ev=9.9 charge=0
C 0.83159 1.21457 0.28548 0.2 -0.5 0.1
C -0.00604 0.22884 0.00232 0.7 -0.2 0.6
N -1.02281 -0.49576 0.67697 -0.2 0.0 0.2
C -0.24368 -1.12466 -0.43776 0.1 -0.3 -0.2
C 0.72893 -2.15992 0.06352 0.0 -0.1 0.0
H 1.62698 1.53026 -0.38063 0.0 -0.3 0.1
H 0.70005 1.79128 1.19511 -0.1 0.1 -0.2
H -1.95873 -0.25743 0.34901 0.2 0.1 0.1
H -0.78680 -1.35530 -1.35273 0.1 0.2 0.1
H 1.53107 -2.34522 -0.65661 -0.1 0.0 0.0
H 1.17445 -1.79480 0.99495 -0.1 -0.1 -0.2
H 0.20208 -3.09361 0.27315 0.1 0.0 -0.1
O -0.81932 2.92762 -0.48757 -0.9 0.4 -0.3
H -0.77685 2.00496 -0.78539 0.0 0.6 0.0
H -1.10600 2.82526 0.42808 0.0 0.2 -0.2

---

2.
61
Properties=species:S:1:pos:R:3:forces:R:3 method="wB97M-V/def2-TZVPD" de_lowest_ev=1.4821 homo_energy_ev="-12.441 / -12.441" s2=0.7550 spin_multiplicity=2 largest_force_ev_per_a=4.8 lumo_energy_ev="-2.6 / -7.9" energy_ha=-1339.89674 gap_ev="9.8 / 4.5" charge=+1
C -3.19831 0.47532 0.22026 0.9 2.3 0.3
N -2.42365 1.09885 -0.92692 -0.6 -4.8 -0.5
C -3.12642 0.92352 -2.19255 -1.0 1.0 -1.4
C -2.25548 0.19982 -3.22824 0.8 0.8 0.9
C -1.12567 -0.43843 -2.39434 -1.2 0.1 0.5
C -1.12608 0.33259 -1.03158 1.5 0.0 -0.9
C 0.02790 1.32295 -0.98679 0.6 1.9 -0.2
N -0.26248 2.59295 -1.75975 0.4 -0.7 1.3
H -4.07284 1.09154 0.43836 -0.3 -0.5 -0.2
H -2.49314 0.60357 1.02581 -0.2 -0.5 0.7
H -3.38340 -0.56537 0.02147 -0.2 -0.3 -0.3
H -3.51959 1.83271 -2.67375 0.3 0.4 0.6
H -4.06514 0.40849 -2.00309 0.0 -0.3 0.4
H -1.82112 0.94262 -3.88312 -0.1 0.0 -0.5
H -2.89834 -0.46945 -3.78338 0.2 -0.3 -0.2
H -1.34836 -1.48275 -2.24756 -0.1 -0.4 0.4
H -0.12759 -0.41103 -2.79503 0.2 0.2 -0.5
H -1.02010 -0.40395 -0.22802 -0.3 0.5 0.2
H 0.97286 1.02935 -1.43129 -0.2 -1.3 0.0
H 0.28959 1.55591 0.03935 -0.5 0.1 0.1
H -1.09500 2.38695 -2.27115 -0.3 0.7 -0.7
H -0.48234 3.33563 -1.09764 -0.4 -0.2 -0.2
H -1.41287 -3.91801 1.02837 -0.2 -1.4 0.8
H -1.67124 -4.72950 2.46927 0.0 1.7 -1.7
O -1.73475 -3.85833 1.96168 0.0 -0.5 1.3
H 3.47483 1.69267 -2.04270 0.6 0.3 0.1
H 3.82962 0.57478 -2.89789 -0.2 -1.4 -2.3
O 4.05861 0.90084 -2.06617 -0.2 1.2 2.0
H -0.28200 -2.91441 2.24669 0.7 0.9 0.3
H 0.02440 -1.38009 2.51303 0.0 -0.4 0.4
O 0.45590 -2.23430 2.31047 -0.8 -0.5 -0.2
H 2.85960 -1.94582 0.53662 -0.7 -1.9 0.7
H 1.85966 -2.52523 1.57546 -0.2 -0.5 -0.4
O 2.52732 -2.83389 0.91010 1.1 2.1 -0.9
H -2.71569 2.38521 0.36786 0.8 2.3 1.0
H -1.62303 2.84676 1.38186 0.2 0.0 -0.1
O -2.24505 3.19608 0.71499 -0.9 -1.3 -1.0
H -0.34620 0.07844 4.09900 -0.3 0.1 -1.1
H -0.96563 0.57886 2.71643 0.6 -0.4 0.9
O -0.86823 -0.19126 3.31025 -0.6 -0.1 0.4
H -0.01943 -4.89677 -0.53356 0.3 0.1 0.3
H -1.23523 -4.29283 -1.05203 -0.6 0.3 -0.7
O -0.97855 -4.86676 -0.34101 0.2 -0.2 0.0
H 2.52876 1.15967 1.00705 0.1 0.6 0.6
H 1.84875 2.41198 0.49421 1.2 -0.1 1.7
O 2.24143 2.06563 1.35786 -0.8 -0.4 -2.4
H 2.04446 -3.69370 -0.51240 -0.5 -0.7 0.2
H 1.98881 -5.23090 -0.98599 -0.6 1.9 -0.2
O 1.54614 -4.33406 -1.09982 1.1 -1.5 0.1
H 0.65742 2.16157 2.00572 0.7 -0.3 -0.3
H -0.33677 2.39528 3.08136 -0.2 0.7 2.3
O -0.28642 2.06834 2.21505 -0.5 0.3 -1.8
H 1.68432 3.15733 -1.94967 -1.7 -0.1 0.1
H 2.71828 4.01820 -2.64014 0.1 -1.2 0.4
O 2.56495 3.11012 -2.27840 1.3 1.4 -0.7
H 1.87968 0.49661 5.01073 -0.2 0.3 -0.2
H 2.15502 1.35861 3.72621 -2.0 -0.6 1.9
O 1.43270 1.14066 4.43417 2.3 0.3 -1.6
H 3.55639 0.18675 -0.73557 -0.3 -0.8 1.3
H 4.07763 -0.29380 0.66599 0.7 -0.1 0.4
O 3.26112 -0.20649 0.18385 -0.1 1.0 -1.5

---

3.
45
Properties=species:S:1:pos:R:3:forces:R:3 method="wB97M-V/def2-TZVPD" de_lowest_ev=7.7172 smiles="CC(=O)[C@@H](C)OC(=O)c1c(C)nc(C)c(C(=O)O)c1-c1ccccc1N=O" homo_energy_ev=-9.016 largest_force_ev_per_a=4.8 lumo_energy_ev=-1.5 energy_ha=-1295.61012 gap_ev=7.5 charge=0
C -0.55702 0.04612 4.73257 -2.7 -1.9 -1.1
C 0.32319 1.12917 4.20407 1.9 2.1 1.8
O 0.72342 1.91900 5.06044 -0.4 -0.5 -1.6
C 1.07919 1.12744 2.81225 -2.0 2.6 -0.6
C 1.44967 -0.22704 2.56243 3.1 -2.0 0.0
O 0.17561 1.51792 1.65233 2.0 0.5 -0.5
C 0.95016 1.78436 0.52176 0.8 -1.1 0.1
O 2.14969 2.04172 0.46883 -2.4 -0.3 0.8
C 0.18866 1.52867 -0.75895 0.3 -1.7 -1.1
C -0.61766 2.49033 -1.27593 -2.7 1.4 0.0
C -1.06686 3.63939 -0.31912 2.2 1.1 -1.0
N -1.34025 2.33893 -2.43472 1.2 -0.5 1.2
C -1.25148 1.18937 -3.10194 -1.6 0.0 -1.1
C -2.28690 1.06108 -4.25739 0.9 -0.4 1.0
C -0.50905 0.06211 -2.69519 0.4 3.2 2.3
C -0.57720 -1.13355 -3.55790 -0.3 0.5 -1.1
O -0.01912 -1.07879 -4.62588 0.2 -0.8 0.2
O -1.48964 -2.06740 -3.23322 0.6 -0.4 0.0
C 0.22808 0.29914 -1.50407 -1.5 -1.6 -0.2
C 0.63998 -1.01981 -0.96055 0.5 -1.4 3.4
C 1.91739 -1.51956 -1.17012 -0.7 -1.7 0.5
C 2.41501 -2.74284 -0.62930 -1.0 -0.2 0.7
C 1.62261 -3.56697 0.22009 -1.1 2.0 0.3
C 0.33727 -3.03548 0.59616 1.8 0.5 -2.2
C -0.14121 -1.80089 -0.01083 0.1 -2.8 1.4
N -1.47107 -1.42560 0.30757 -3.3 1.0 0.6
O -2.31546 -2.06206 1.01353 4.2 0.9 -2.0
H -1.65517 0.34914 4.87821 1.7 0.2 -0.1
H -0.21585 -0.36776 5.69462 0.1 0.6 -0.4
H -0.68564 -0.83167 4.04306 0.3 0.8 0.5
H 1.98145 1.82217 2.74199 -1.5 -0.8 0.7
H 2.22919 -0.32098 3.39723 -0.6 -1.0 -1.3
H 0.68631 -0.99180 2.60716 -0.2 0.2 0.3
H 1.90271 -0.30094 1.55058 0.2 -0.2 0.8
H -1.76068 3.29361 0.44386 0.2 -0.2 0.0
H -0.12283 4.12952 0.14251 -1.6 -0.9 -0.4
H -1.54228 4.46859 -0.86415 0.0 -0.5 -0.1
H -3.03676 1.82637 -4.01842 -0.3 -0.8 -0.1
H -1.83812 1.37320 -5.18469 0.3 0.0 -0.5
H -2.60610 -0.02184 -4.37216 -0.1 1.6 0.2
H -1.46633 -2.75283 -3.93778 0.0 0.5 0.4
H 2.41634 -0.97891 -1.90803 1.6 0.7 -0.8
H 3.44361 -3.05508 -0.78180 -0.1 0.2 -0.4
H 1.97969 -4.51023 0.67853 -0.1 0.8 -0.5
H -0.26656 -3.62532 1.27237 -0.4 0.4 0.0

---

4.
60
Properties=species:S:1:pos:R:3:forces:R:3 method="wB97M-V/def2-TZVPD" de_lowest_ev=0.8450 homo_energy_ev="-9.786 / -9.864" s2=1.1226 spin_multiplicity=2 largest_force_ev_per_a=2.6 lumo_energy_ev="-4.4 / -4.2" energy_ha=-3995.99253 gap_ev="5.4 / 5.6" charge=+1
Fe 0.01757 0.19532 -0.20673 -0.3 -2.0 1.7
S 0.70151 -1.01463 1.78612 -0.3 0.3 -0.5
C 2.29213 -1.64400 1.57840 1.0 -0.3 -0.3
C 2.89178 -2.43564 2.55890 -0.3 0.2 -0.2
C 4.13888 -2.99173 2.33806 0.3 0.1 -0.4
C 4.77402 -3.77000 3.35574 0.1 -0.1 0.2
N 5.30051 -4.37600 4.17770 -0.1 0.0 0.0
C 4.80279 -2.76681 1.11085 -0.3 -0.1 0.4
C 4.22066 -1.95833 0.15057 -0.1 0.2 -0.1
C 2.97896 -1.37173 0.38565 0.0 -0.3 0.8
S 2.27373 -0.27148 -0.74169 -0.5 0.4 -0.9
C 6.07217 -3.37409 0.85688 0.2 -0.1 -0.1
N 7.08771 -3.86104 0.62910 -0.1 0.0 0.0
H 2.37180 -2.61971 3.48949 0.0 0.0 0.0
H 4.73866 -1.77498 -0.78145 0.0 0.0 0.0
N 0.39460 4.10449 0.09940 -0.9 -0.3 -0.4
C 1.57578 4.49586 0.74960 0.9 0.4 0.4
C 1.98099 5.82291 0.70245 -0.4 -0.3 -0.2
C 3.16777 6.21061 1.30062 0.2 0.0 0.1
C 3.95862 5.26919 1.94057 0.0 0.2 -0.1
C 3.55248 3.94498 1.99405 -0.1 -0.3 0.0
C 2.35598 3.55822 1.41251 -0.3 0.2 -0.3
S 1.85623 1.86809 1.51016 0.9 0.1 1.4
N 0.40425 1.81942 0.67626 -0.3 1.9 -1.3
C -0.09067 2.84458 0.01410 1.6 0.1 1.6
C -1.27427 2.59760 -0.78343 -1.5 0.0 -0.8
C -2.13485 3.60009 -1.24027 0.6 -0.2 0.4
C -3.30076 3.24154 -1.87738 -0.4 -0.3 -0.2
C -3.58656 1.89405 -2.05716 0.0 0.4 0.1
C -2.66585 0.96523 -1.61842 0.1 -0.3 -0.2
N -1.53079 1.29256 -1.00624 0.3 1.4 -0.2
H -0.08435 4.81696 -0.42179 0.1 0.1 0.0
H 1.36119 6.54541 0.18231 0.0 0.0 0.0
H 3.48021 7.24454 1.25753 0.0 0.0 0.0
H 4.89225 5.56691 2.39691 0.0 0.0 0.0
H 4.16748 3.20091 2.48578 0.0 0.0 0.0
H -1.91006 4.64235 -1.06496 -0.1 0.0 0.0
H -3.99387 3.99551 -2.22516 0.0 0.0 0.0
H -4.50330 1.57500 -2.53019 0.0 0.0 0.0
H -2.84091 -0.08923 -1.77928 0.0 0.0 0.0
C -3.26948 -1.27322 2.42970 0.0 0.0 0.0
C -3.58631 -2.46607 1.79887 0.0 0.1 0.0
C -2.96899 -2.78069 0.59955 0.1 0.0 -0.1
C -2.04200 -1.89503 0.06963 -0.2 0.0 0.4
N -1.72874 -0.74979 0.69545 -0.2 -0.2 -0.1
C -2.33322 -0.44356 1.83849 0.1 0.1 0.0
C -1.37000 -2.05942 -1.22722 0.3 0.0 -0.3
C -1.72598 -2.98784 -2.19909 -0.1 0.0 0.2
C -1.14436 -2.91318 -3.45038 0.1 0.0 -0.1
C -0.24507 -1.89047 -3.71935 -0.1 -0.1 0.0
C 0.09191 -1.02589 -2.69725 0.0 -0.3 -0.1
N -0.42395 -1.13423 -1.46581 -0.3 -0.9 -1.3
H -3.72831 -0.99619 3.36770 0.0 0.0 0.0
H -4.30771 -3.14249 2.23619 0.0 0.0 0.0
H -3.20039 -3.70516 0.08933 0.0 0.0 0.0
H -2.03141 0.49255 2.29377 0.0 0.0 0.1
H -2.46663 -3.74659 -1.99001 0.0 0.0 0.0
H -1.39424 -3.63611 -4.21479 -0.1 0.0 0.0
H 0.19606 -1.77776 -4.69884 0.0 0.0 0.0
H 0.80879 -0.23259 -2.85177 0.0 -0.1 0.0

---

5.
100
Properties=species:S:1:pos:R:3:forces:R:3 method="wB97M-V/def2-TZVPD" de_lowest_ev=0.0000 homo_energy_ev=-12.857 largest_force_ev_per_a=0.3 lumo_energy_ev=-6.0 energy_ha=-5404.45205 gap_ev=6.8 charge=+2
Ga -0.43575 0.51264 0.31812 0.3 0.0 -0.1
S -6.47009 -1.40965 3.46529 0.0 0.0 0.0
C -7.83649 -0.67376 2.76698 0.0 0.0 0.0
C -7.49734 0.19277 1.77256 0.0 0.0 0.0
C -6.09911 0.25993 1.57208 0.0 0.0 0.0
C -5.39711 -0.55887 2.42054 0.0 0.0 0.0
C -3.95062 -0.74604 2.50239 0.0 0.0 0.1
C -3.09704 -0.05194 1.62478 0.0 0.0 0.0
N -1.78303 -0.19063 1.64908 0.0 -0.1 0.0
C -1.20415 -1.02894 2.54269 0.1 0.1 -0.1
C -1.95617 -1.74432 3.46873 0.0 0.0 0.0
C -1.26079 -2.58329 4.40932 0.0 0.0 0.0
C 0.08723 -2.66786 4.40566 0.0 0.0 0.1
C 0.88002 -1.93367 3.45471 0.1 0.0 0.0
C 2.28410 -1.96121 3.40534 0.0 0.0 0.0
C 2.97335 -1.19293 2.48234 0.0 0.0 0.0
C 2.20683 -0.43074 1.57767 0.0 0.0 0.0
N 0.88916 -0.43602 1.57336 -0.2 -0.1 0.2
C 0.22320 -1.14377 2.51581 -0.1 0.0 0.0
C 4.43233 -1.15417 2.41227 0.0 0.0 0.0
C 5.32920 -1.53204 3.37557 0.0 0.0 0.0
C 6.67582 -1.36617 2.97040 0.0 0.0 0.0
C 6.78159 -0.86914 1.70740 0.0 0.0 0.0
S 5.25426 -0.59245 1.00250 0.0 0.0 0.0
C -3.34919 -1.58914 3.42593 0.0 0.0 0.0
H -8.82319 -0.91597 3.12922 0.0 0.0 0.0
H -8.21923 0.76447 1.20827 0.0 0.0 0.0
H -5.64883 0.90464 0.82927 0.0 0.0 0.0
H -3.49600 0.63962 0.89414 0.0 0.0 0.0
H -1.84182 -3.13731 5.13559 0.0 0.0 0.0
H 0.59634 -3.29024 5.13079 0.0 0.0 0.0
H 2.82628 -2.59006 4.10124 0.0 0.0 0.0
H 2.69155 0.21219 0.85289 0.0 0.0 0.0
H 5.04494 -1.89626 4.35373 0.0 0.0 0.0
H 7.52857 -1.60008 3.59089 0.0 0.0 0.0
H 7.68110 -0.64964 1.15389 0.0 0.0 0.0
H -3.95579 -2.13723 4.13761 0.0 0.0 0.0
C 3.43994 3.45877 3.06395 0.0 0.0 0.0
C 2.09413 3.23023 3.32962 0.0 0.0 0.0
C 1.21787 2.98942 2.28323 0.0 0.0 0.0
C 1.66422 2.97587 0.95789 0.0 0.0 0.0
C 3.01767 3.21492 0.70871 0.0 -0.1 0.0
C 3.90037 3.45517 1.75485 0.0 0.0 0.0
Si 0.49009 2.58035 -0.43499 0.0 0.1 -0.1
C -0.79249 3.87571 -0.78387 0.0 0.0 0.1
C -2.02176 3.54218 -1.35751 0.0 0.0 -0.1
C -2.94812 4.52196 -1.67936 0.0 0.0 0.0
C -2.65612 5.85664 -1.42627 0.0 0.0 0.0
C -1.44125 6.20587 -0.85325 0.0 0.0 0.0
C -0.51656 5.22128 -0.53259 0.0 0.0 0.0
C 1.42299 2.10590 -1.98907 -0.1 0.1 0.0
C 1.38363 2.97022 -3.08774 0.0 0.0 0.0
C 2.08203 2.67824 -4.25309 0.0 0.0 0.0
C 2.83580 1.51618 -4.33903 0.0 0.0 0.0
C 2.88339 0.64246 -3.25925 0.0 0.0 0.0
C 2.17889 0.93573 -2.10201 0.0 0.0 0.0
H 4.12642 3.64778 3.87940 0.0 0.0 0.0
H 1.73186 3.24720 4.34966 0.0 0.0 0.0
H 0.16695 2.81956 2.50720 0.0 0.0 0.0
H 3.39236 3.20309 -0.30965 0.0 0.0 0.0
H 4.94608 3.64343 1.54756 0.0 0.0 0.0
H -2.25886 2.50329 -1.57437 0.0 0.0 0.0
H -3.89497 4.25018 -2.12808 0.0 0.0 0.0
H -3.37766 6.62401 -1.67432 0.0 0.0 0.0
H -1.21447 7.24498 -0.65406 0.0 0.0 0.0
H 0.42566 5.50758 -0.07658 0.0 0.0 0.0
H 0.79616 3.88072 -3.03939 0.0 0.0 0.0
H 2.04220 3.36219 -5.09095 0.0 0.0 0.0
H 3.38810 1.29269 -5.24251 0.0 0.0 0.0
H 3.47921 -0.26058 -3.32053 0.0 0.0 0.0
H 2.21903 0.22226 -1.28385 0.0 0.0 0.1
C 1.61750 -2.78769 -3.26805 0.0 0.0 0.1
N 0.94530 -2.47132 -2.00855 0.1 -0.1 -0.1
C 1.63644 -2.93277 -0.80833 0.0 0.0 0.0
P -0.61177 -1.98769 -1.93292 0.0 0.0 0.0
O -0.76248 -0.86452 -0.91591 -0.1 0.1 0.1
N -1.52413 -3.24585 -1.42757 0.0 0.0 -0.1
C -1.17738 -4.64363 -1.66828 0.0 0.0 0.0
C -2.93140 -3.02323 -1.10147 0.0 0.0 0.0
N -1.13269 -1.44569 -3.37517 0.0 0.0 0.0
C -0.80784 -0.10667 -3.87018 0.0 0.0 0.0
C -1.65653 -2.35417 -4.39430 0.0 0.0 0.0
H 2.67767 -2.55474 -3.16628 0.0 0.0 0.0
H 1.22046 -2.18133 -4.07737 0.0 0.0 0.0
H 1.52529 -3.84575 -3.52989 0.0 0.0 0.0
H 2.58946 -2.40814 -0.69849 0.0 0.0 0.0
H 1.84296 -4.00552 -0.85794 0.0 0.0 0.0
H 1.02741 -2.74547 0.07652 0.0 0.0 0.0
H -0.14482 -4.73371 -1.99614 0.0 0.0 0.0
H -1.82281 -5.08313 -2.43330 0.0 0.0 0.0
H -1.30026 -5.21806 -0.74880 0.0 0.0 0.0
H -3.11691 -1.96425 -0.93040 0.0 0.0 0.0
H -3.19123 -3.57328 -0.19457 0.0 0.0 0.0
H -3.58408 -3.36401 -1.90987 0.0 0.0 0.0
H -0.40804 0.51315 -3.07164 0.0 0.0 0.0
H -1.71074 0.36045 -4.26589 0.0 0.0 0.0
H -0.06264 -0.15335 -4.66907 0.0 0.0 0.0
H -1.94809 -3.30445 -3.95167 0.0 0.0 0.0
H -0.91843 -2.54616 -5.17707 0.0 0.0 0.0
H -2.53715 -1.90727 -4.85627 0.0 0.0 0.0

---

6.
10
Properties=species:S:1:pos:R:3:forces:R:3 method="wB97M-V/def2-TZVPD" de_lowest_ev=0.0000 smiles="C#CC(=O)C(=O)C#C" homo_energy_ev=-10.511 largest_force_ev_per_a=4.5 lumo_energy_ev=-1.6 energy_ha=-380.11968 gap_ev=8.9 charge=0
C -1.15208 -0.97994 2.75478 0.9 0.9 -2.3
C -0.70664 -0.94834 1.58224 -1.3 1.2 3.2
C -0.48088 -0.55698 0.13412 -2.9 -3.4 0.8
O -1.07462 -1.20543 -0.72101 1.1 1.1 0.8
C 0.37947 0.57758 -0.23453 2.4 1.4 2.4
O 0.86731 1.29665 0.64992 -1.2 -1.1 -2.0
C 0.78525 0.61030 -1.60580 0.9 1.3 -1.9
C 1.26317 0.89924 -2.68658 -0.3 -0.3 0.1
H -1.54111 -0.80239 3.82622 1.0 -0.8 -2.5
H 1.66013 1.10933 -3.69936 -0.5 -0.3 1.4